(1)
Formula: C42H51FO9P2S2
Source: OMol25
Level of theory: wB97M-V/def2-TZVPD

## Properties
**LUMO**: -0.3 eV
**Total charge**: 0
**HOMO-LUMO gap**: 0.3152 Ha
**HOMO energy**: -0.326 Eh

Cartesian coordinates (Å):
C: 2.24600 0.54471 3.93117
C: 2.97927 1.31423 2.82265
O: 2.04872 2.13900 2.08311
P: 1.77033 1.63774 0.58296
O: 3.01051 1.37461 -0.13589
C: 0.81973 0.07939 0.50512
C: -0.12641 -0.20880 1.68425
O: -1.45897 -0.61929 1.23702
P: -2.48106 0.56177 1.27811
O: -1.91658 1.72640 0.62624
O: -3.73609 0.04056 0.44260
S: -4.89200 1.25793 0.17726
O: -3.04716 0.83921 2.81252
S: -2.76443 2.30193 3.41752
O: -3.24756 3.33877 2.61263
O: -3.35704 2.29494 4.68018
F: -1.24358 2.38519 3.64679
O: 1.02623 2.81037 -0.20689
C: 0.36178 3.80197 0.62014
C: 1.25056 4.96290 1.01714
H: 1.32789 1.07078 4.18967
H: 2.85901 0.44459 4.82248
H: 1.97047 -0.43615 3.54350
H: 3.66920 2.00136 3.31135
H: 3.57734 0.66316 2.18861
H: 0.30399 -0.02457 -0.44748
H: 1.57131 -0.70923 0.50995
H: 0.24948 -1.07082 2.22743
H: -0.16918 0.60785 2.40367
H: -4.23517 2.43653 0.05107
H: -0.09689 3.33229 1.48534
H: -0.47363 4.20430 0.04878
H: 2.04320 4.68183 1.70559
H: 0.60882 5.66977 1.55371
H: 1.61582 5.50767 0.14911
C: 6.36079 1.09997 -4.95029
C: 6.87551 0.95502 -3.66765
C: 6.03922 1.07565 -2.56577
C: 4.68522 1.33147 -2.74175
C: 4.17359 1.47237 -4.02565
C: 5.01029 1.36119 -5.12924
H: 7.01309 1.00885 -5.81011
H: 7.93010 0.74833 -3.52703
H: 6.44182 0.96897 -1.56622
H: 4.03025 1.41944 -1.88046
H: 3.11762 1.67086 -4.16608
H: 4.60930 1.47679 -6.12881
C: -0.26708 4.28421 6.42679
C: 0.80189 4.68092 7.21852
C: 0.66944 4.70988 8.59958
C: -0.52950 4.33369 9.18926
C: -1.59728 3.93385 8.39764
C: -1.46884 3.91215 7.01578
H: -0.16314 4.26565 5.34866
H: 1.73902 4.96886 6.75852
H: 1.50092 5.02535 9.21690
H: -0.63133 4.35230 10.26690
H: -2.53160 3.63912 8.85815
H: -2.30269 3.60564 6.39976
C: 1.46878 -1.52125 -4.44330
C: 0.62747 -0.71896 -3.68573
C: -0.53077 -1.25202 -3.13580
C: -0.84456 -2.58941 -3.33440
C: -0.00168 -3.39209 -4.09033
C: 1.15242 -2.85738 -4.64771
H: 2.37098 -1.10499 -4.87385
H: 0.87472 0.32322 -3.52339
H: -1.19016 -0.62247 -2.54916
H: -1.74500 -3.00541 -2.90012
H: -0.24424 -4.43576 -4.24534
H: 1.80697 -3.48319 -5.24082
C: 9.81052 -2.29788 -6.60873
C: 8.99646 -1.47488 -5.84270
C: 7.85455 -1.98790 -5.24373
C: 7.53209 -3.32867 -5.40390
C: 8.34753 -4.15305 -6.16692
C: 9.48470 -3.63692 -6.77275
H: 10.69946 -1.89572 -7.07817
H: 9.25268 -0.43008 -5.71276
H: 7.21820 -1.34353 -4.65323
H: 6.64385 -3.73065 -4.93307
H: 8.09621 -5.19902 -6.29028
H: 10.11794 -4.27871 -7.37208
C: -8.86905 -0.62470 -3.07625
C: -9.90947 -1.06319 -2.26703
C: -9.65059 -1.48580 -0.97052
C: -8.35191 -1.45840 -0.48324
C: -7.31393 -1.01712 -1.28793
C: -7.56972 -0.60427 -2.58775
H: -9.07122 -0.29909 -4.08862
H: -10.92248 -1.07704 -2.64850
H: -10.45905 -1.83558 -0.34143
H: -8.14511 -1.78202 0.52972
H: -6.30313 -0.99699 -0.90210
H: -6.75794 -0.26518 -3.21885
C: -5.18396 -3.42463 2.31202
C: -5.97384 -4.07688 1.37925
C: -6.45871 -5.34956 1.64342
C: -6.15764 -5.96696 2.84957
C: -5.36935 -5.31256 3.78678
C: -4.87914 -4.04236 3.51709
H: -4.80529 -2.43169 2.10047
H: -6.21091 -3.58767 0.44222
H: -7.07156 -5.85915 0.91102
H: -6.53840 -6.95820 3.05983
H: -5.13674 -5.79358 4.72826
H: -4.26049 -3.53417 4.24605

Cartesian forces (eV/Å) of the 3 atoms listed first:
-0.11 -0.03 -0.87
0.19 0.29 1.47
-0.77 -0.65 -0.52


(2)
Formula: C42H51MnN4O
Source: OMol25
Level of theory: wB97M-V/def2-TZVPD

## Properties
**LUMO (alpha / beta)**: -10.0 / -9.7 eV
**2S+1**: 2
**Expectation value of S²**: 0.86
**Total charge**: +3
**HOMO-LUMO gap (alpha / beta)**: 0.2194 / 0.2359 Ha
**HOMO energy (alpha / beta)**: -0.588 / -0.592 Eh

Cartesian coordinates (Å):
Mn: -0.50001 0.35624 0.11135
C: -1.58546 0.44551 4.08516
C: -0.33997 0.54895 3.26643
O: -0.44699 0.58120 2.00838
C: 0.96270 0.59002 3.90244
C: 1.06635 0.60984 5.30233
C: 2.31012 0.63450 5.90392
C: 3.45447 0.62976 5.11469
C: 3.36623 0.59815 3.72550
C: 2.13076 0.57785 3.11751
H: -2.46167 0.47138 3.44704
H: -1.64030 1.26168 4.80619
H: -1.57089 -0.48415 4.65639
H: 0.18253 0.61361 5.92535
H: 2.39137 0.65584 6.98064
H: 4.42680 0.64629 5.58850
H: 4.27007 0.58456 3.13125
H: 2.05002 0.52623 2.04402
N: -2.60361 -3.14628 -0.00453
C: -2.01708 -2.10091 0.58652
N: -1.56076 -1.22493 -0.29878
C: -1.87876 -1.73961 -1.56166
C: -1.64959 -1.23702 -2.84341
C: -2.09003 -2.00283 -3.90115
C: -2.74032 -3.23541 -3.70446
C: -2.97727 -3.73928 -2.44454
C: -2.53453 -2.95789 -1.37980
H: -2.95866 -3.95980 0.47553
H: -1.89141 -2.02688 1.65533
H: -1.14038 -0.29784 -3.00879
H: -1.92973 -1.65493 -4.91190
H: -3.06128 -3.80100 -4.56796
H: -3.47394 -4.68759 -2.29738
C: 1.18822 4.86383 0.32507
C: 1.65505 3.73963 -0.54375
C: 2.40041 3.94021 -1.70096
C: 2.81411 2.86416 -2.48217
C: 3.65626 3.03927 -3.70668
C: 2.43961 1.56449 -2.10836
C: 1.68950 1.32421 -0.95018
C: 1.34037 2.42454 -0.16632
N: 1.19944 0.07966 -0.53226
C: 1.98361 -1.19774 -0.63986
C: 1.44979 -2.15670 0.44350
C: 2.23189 -3.47597 0.44212
C: 2.07811 -4.13599 -0.92935
C: 2.61813 -3.19794 -2.01066
C: 4.09244 -2.89431 -1.73422
C: 4.24779 -2.25606 -0.35205
C: 3.70769 -3.20250 0.72117
C: 3.46394 -0.93748 -0.31187
C: 1.81455 -1.88815 -1.99811
H: 1.72318 5.78802 0.12081
H: 1.28353 4.61406 1.38112
H: 0.12388 5.04690 0.14083
H: 2.67565 4.94712 -1.99027
H: 3.34601 3.91106 -4.28114
H: 3.65230 2.16055 -4.34626
H: 4.69030 3.22386 -3.40576
H: 2.73189 0.76140 -2.76362
H: 0.85882 2.29436 0.80369
H: 0.39643 -2.37943 0.24141
H: 1.51961 -1.67130 1.42181
H: 1.81963 -4.12376 1.21958
H: 1.02538 -4.36557 -1.12735
H: 2.62019 -5.08269 -0.94784
H: 2.51048 -3.66162 -2.99325
H: 4.49077 -2.22972 -2.50626
H: 4.67708 -3.81474 -1.78401
H: 5.29909 -2.03534 -0.15789
H: 3.83993 -2.76398 1.71454
H: 4.26658 -4.14004 0.70852
H: 3.92081 -0.23887 -1.00965
H: 3.53899 -0.48316 0.68379
H: 0.75166 -2.10314 -2.15754
H: 2.12832 -1.25853 -2.82789
C: -5.15097 -0.08970 -0.46726
N: -5.29213 0.93491 0.61140
C: -6.18088 0.45087 1.71351
C: -3.94581 1.39060 1.14055
C: -3.15396 2.07399 0.05813
C: -3.68885 3.21682 -0.52875
C: -3.07691 3.83154 -1.61246
C: -1.90650 3.30186 -2.12682
C: -1.34532 2.18551 -1.51727
C: -1.93405 1.57306 -0.41442
H: -6.14448 -0.37496 -0.80264
H: -4.63386 -0.94610 -0.03920
H: -4.57431 0.33547 -1.28441
H: -5.73532 1.75520 0.19243
H: -5.69895 -0.40496 2.18097
H: -7.13704 0.15903 1.28790
H: -6.31387 1.25375 2.43424
H: -3.45235 0.48923 1.49971
H: -4.16456 2.04543 1.98584
H: -4.60188 3.65257 -0.13557
H: -3.52193 4.71289 -2.05265
H: -1.43648 3.74707 -2.99290
H: -0.42978 1.77810 -1.94290

Cartesian forces (eV/Å) of the 3 atoms listed first:
0.88 -0.85 0.50
0.03 0.13 -0.03
0.55 -0.03 -0.27


(3)
Formula: C42H52BFIrN3O2P2S
Source: OMol25
Level of theory: wB97M-V/def2-TZVPD

## Properties
**LUMO (alpha / beta)**: -5.2 / -6.5 eV
**2S+1**: 5
**Expectation value of S²**: 6.03
**Total charge**: +2
**HOMO-LUMO gap (alpha / beta)**: 0.2307 / 0.1980 Ha
**HOMO energy (alpha / beta)**: -0.422 / -0.436 Eh

Cartesian coordinates (Å):
Ir: 0.61040 -0.06272 -1.08806
C: 6.26730 0.56038 4.72664
S: 5.30730 2.04378 4.33544
C: 4.61980 1.54888 2.72034
C: 3.40170 2.39218 2.39354
C: 2.77370 1.94768 1.06294
N: 2.43430 0.55508 1.09054
P: 2.73890 -0.78122 -1.82046
C: 4.41180 -0.35312 -1.32846
C: 5.17110 -1.21682 -0.53536
C: 6.44500 -0.86182 -0.14116
C: 6.99410 0.35078 -0.53346
C: 6.24580 1.21648 -1.31516
C: 4.96500 0.87428 -1.69996
C: 2.72130 -2.55812 -2.01556
C: 1.58300 -3.24972 -1.58916
C: 1.48420 -4.61222 -1.78376
C: 2.50650 -5.29862 -2.42566
C: 3.63460 -4.61762 -2.86456
C: 3.74480 -3.25482 -2.66556
P: 0.90610 0.01878 1.24754
C: 1.10000 -1.69552 1.81534
C: -0.05410 -2.45402 1.99704
C: 0.04380 -3.78742 2.34884
C: 1.29390 -4.36632 2.50884
C: 2.44420 -3.61592 2.31554
C: 2.35130 -2.28122 1.95944
C: 0.11850 0.86498 2.68484
C: -0.95810 1.73088 2.56474
C: -1.45610 2.36658 3.69114
C: -0.87130 2.14468 4.92644
C: 0.21520 1.29178 5.04504
C: 0.71110 0.64978 3.92594
H: 6.80160 0.76178 5.64944
H: 6.97110 0.36138 3.92394
H: 5.59580 -0.28252 4.86664
H: 4.33450 0.50038 2.78114
H: 5.39600 1.66898 1.96284
H: 3.67610 3.44478 2.31964
H: 2.65860 2.28308 3.18484
H: 3.51570 2.09228 0.26614
H: 1.91490 2.60998 0.86814
H: 4.74910 -2.15902 -0.22246
H: 7.02420 -1.54382 0.46024
H: 8.00140 0.61308 -0.24626
H: 6.67310 2.15048 -1.64846
H: 4.39380 1.54388 -2.32826
H: 0.78450 -2.69012 -1.09886
H: 0.61480 -5.15162 -1.44366
H: 2.41120 -6.36022 -2.59856
H: 4.41890 -5.16212 -3.36976
H: 4.60490 -2.70952 -3.02796
H: -1.02430 -1.99162 1.86204
H: -0.85080 -4.37732 2.48914
H: 1.36780 -5.40712 2.78654
H: 3.41220 -4.07932 2.44244
H: 3.22960 -1.67682 1.78824
H: -1.41280 1.89718 1.59484
H: -2.30150 3.03368 3.60914
H: -1.26420 2.64148 5.79874
H: 0.67230 1.13308 6.01014
H: 1.55690 -0.02162 3.99494
C: -7.71430 -1.86342 0.92134
C: -8.01390 -1.02342 -0.32366
C: -8.94620 -1.81042 -1.25386
C: -8.70790 0.25928 0.14674
C: -6.75440 -0.67622 -1.09676
C: -6.76070 0.39948 -1.99016
C: -5.64470 0.81248 -2.69986
C: -4.49210 0.08358 -2.50316
O: -3.21200 0.27588 -3.00426
B: -2.49680 -0.75112 -2.45616
O: -3.20810 -1.56472 -1.64736
C: -4.48330 -1.03032 -1.66376
C: -5.58790 -1.42302 -0.94276
H: -8.60690 -1.91802 1.53794
H: -6.92660 -1.40502 1.51364
H: -7.42630 -2.87902 0.66654
H: -9.86800 -2.05252 -0.73126
H: -8.47540 -2.73602 -1.57546
H: -9.19010 -1.22942 -2.13866
H: -9.62210 0.01128 0.67674
H: -8.97710 0.90668 -0.68016
H: -8.05300 0.80538 0.82114
H: -7.67550 0.94638 -2.14786
H: -5.67970 1.66368 -3.36286
H: -5.52560 -2.26272 -0.27466
N: -0.09040 4.57158 -3.61816
C: 1.25730 4.23138 -3.08096
C: 1.31220 2.72578 -2.79426
N: 0.27750 2.30838 -1.85896
C: -1.03590 2.67638 -2.36486
C: -1.14700 4.17938 -2.64566
H: -0.23950 4.04908 -4.49276
H: -0.15040 5.57548 -3.83406
H: 1.41490 4.80408 -2.16356
H: 2.02630 4.51058 -3.80246
H: 2.28910 2.45788 -2.38706
H: 1.17140 2.16288 -3.72096
H: 0.44350 2.73138 -0.94656
H: -1.80580 2.38938 -1.64866
H: -1.22090 2.10998 -3.28156
H: -0.99220 4.75428 -1.73016
H: -2.13130 4.41828 -3.04896
F: -1.16020 -0.80682 -2.60016

Cartesian forces (eV/Å) of the 3 atoms listed first:
0.37 0.57 0.62
-0.28 0.26 -0.24
-0.16 0.01 -0.07


(4)
Formula: C42H52F3Ge2N7O2S3Ti
Source: OMol25
Level of theory: wB97M-V/def2-TZVPD

## Properties
**LUMO**: -6.3 eV
**Total charge**: +2
**HOMO-LUMO gap**: 0.2374 Ha
**HOMO energy**: -0.471 Eh

Cartesian coordinates (Å):
Ti: 0.49461 0.88333 0.39414
C: 6.53798 0.52200 2.73692
C: 5.22311 -0.18087 2.45621
N: 4.09015 0.73251 2.59403
C: 3.26635 1.12041 1.63097
S: 2.04245 2.30688 2.00089
N: 3.41196 0.60123 0.41693
N: 2.42765 1.00916 -0.46599
C: 2.70174 1.03637 -1.71978
C: 4.06039 0.88121 -2.30747
C: 1.50527 1.20834 -2.57274
C: 1.61442 1.53013 -3.91355
C: 0.45756 1.73504 -4.65409
C: -0.76008 1.61789 -4.01608
C: -0.78325 1.26133 -2.67462
N: 0.31428 1.03486 -1.95354
H: 7.36342 -0.18019 2.63775
H: 6.69870 1.34200 2.03944
H: 6.56598 0.92330 3.74938
H: 5.20712 -0.58492 1.44555
H: 5.06098 -1.01084 3.14688
H: 3.95824 1.18206 3.48893
H: 4.80826 0.78632 -1.52606
H: 4.09925 -0.00300 -2.94614
H: 4.29954 1.74678 -2.92698
H: 2.58710 1.63144 -4.36828
H: 0.51619 1.99546 -5.70098
H: -1.69084 1.78898 -4.53441
H: -1.72727 1.16075 -2.16320
O: 3.62631 -1.99309 -0.53769
C: 3.28465 -2.92632 0.38661
C: 3.96903 -4.13661 0.35935
C: 3.70518 -5.10468 1.31038
C: 2.77493 -4.87440 2.31953
C: 2.07492 -3.68734 2.33643
C: 2.28632 -2.71733 1.34960
C: 1.40276 -1.54202 1.37166
O: 0.88353 -1.02915 0.18827
N: 1.07269 -1.00152 2.47668
N: 0.22371 0.09834 2.32337
C: -0.27587 0.51051 3.45126
S: 0.00847 -0.28565 4.95539
C: -0.77796 1.01573 5.95184
C: -1.89333 1.64601 5.14156
S: -1.23436 1.93987 3.47501
H: 3.71038 -1.11758 -0.09376
H: 4.72798 -4.28206 -0.39504
H: 4.24647 -6.03986 1.28166
H: 2.58987 -5.62480 3.07297
H: 1.31884 -3.50822 3.08778
H: -0.01977 1.75141 6.21920
H: -1.16105 0.54887 6.85854
H: -2.18937 2.61079 5.54964
H: -2.76830 1.00026 5.06706
C: 0.74411 -2.36066 -4.01411
C: 1.44689 -2.30153 -2.65267
Ge: 0.15488 -2.32344 -1.21496
C: -0.07828 -3.98799 -0.25217
C: -1.11454 -4.85364 -0.98566
C: -1.56012 -1.65470 -1.75432
C: -2.45712 -0.83612 -1.20235
Ge: -2.07935 0.06272 0.53721
C: -3.49228 1.42988 0.84675
C: -4.57203 1.18331 1.89724
C: -2.18920 -1.56925 1.68875
C: -3.00520 -1.54343 2.97921
C: -3.76431 -0.64380 -1.87455
C: -3.83163 -0.39157 -3.24326
C: -5.05602 -0.22792 -3.87462
C: -6.22975 -0.32840 -3.14504
C: -6.17553 -0.59376 -1.78307
C: -4.95249 -0.73690 -1.15209
H: 1.47483 -2.40496 -4.82027
H: 0.11861 -1.48208 -4.17954
H: 0.10801 -3.24028 -4.11712
H: 2.07461 -1.41896 -2.57513
H: 2.10601 -3.15601 -2.50108
H: -0.41889 -3.76633 0.76008
H: 0.87539 -4.50707 -0.17259
H: -2.06020 -4.32951 -1.12387
H: -1.32235 -5.75822 -0.41636
H: -0.75756 -5.17055 -1.96628
H: -1.86046 -2.18780 -2.66047
H: -3.96534 1.57506 -0.12861
H: -3.00003 2.36880 1.10038
H: -5.20540 0.33296 1.65708
H: -5.22262 2.05524 1.96699
H: -4.15152 1.00895 2.88568
H: -1.17469 -1.88071 1.93350
H: -2.58381 -2.33511 1.01788
H: -2.69131 -0.74588 3.65129
H: -2.88426 -2.48316 3.51970
H: -4.06830 -1.41299 2.79417
H: -2.91577 -0.32801 -3.81950
H: -5.09388 -0.02835 -4.93615
H: -7.18463 -0.20696 -3.63562
H: -7.08894 -0.68675 -1.21449
H: -4.91913 -0.95208 -0.09229
F: -1.26748 7.17892 -2.57697
C: -0.87193 7.12561 -1.29870
F: -1.87765 7.57032 -0.53997
F: 0.16417 7.94947 -1.14799
C: -0.51482 5.70073 -0.92235
C: -1.52131 4.75650 -0.79295
C: -1.16884 3.46306 -0.46744
N: 0.09402 3.07062 -0.23512
C: 1.05506 3.99205 -0.39110
C: 0.79597 5.30641 -0.73714
H: -2.55963 5.01019 -0.94917
H: -1.92651 2.70011 -0.40402
H: 2.07145 3.66156 -0.22113
H: 1.61381 6.00326 -0.84502

Cartesian forces (eV/Å) of the 3 atoms listed first:
0.72 1.81 0.50
0.05 -0.03 0.01
-0.05 -0.06 -0.03